Entry from the OMol25 dataset: 4 unconnected molecules or ions with the total composition C21H23F24N2O4 (the ωB97M-V functional and the def2-TZVPD basis).

```
74
Properties=species:S:1:pos:R:3:mulliken_charge:R:1
N 1.346 -2.315 7.721 -0.418
C 0.866 -1.505 7.070 0.532
O 0.304 -0.614 6.325 -0.468
C 0.163 -1.040 4.954 -0.206
C -0.981 -0.295 4.293 -0.348
C -1.320 -1.034 2.989 -0.485
N -0.114 -1.798 2.478 0.149
C 1.203 -1.108 2.679 -0.580
C 1.433 -0.750 4.164 -0.762
H -0.041 -2.119 4.967 0.352
H -1.863 -0.262 4.931 0.518
H -0.658 0.724 4.065 0.192
H -2.092 -1.783 3.172 0.421
H -1.640 -0.355 2.203 0.186
H -0.227 -1.999 1.482 0.393
H -0.074 -2.720 2.923 -0.048
H 1.993 -1.745 2.283 0.431
H 1.191 -0.201 2.073 0.441
H 2.306 -1.243 4.592 0.421
H 1.585 0.330 4.222 0.294
C -3.119 3.956 -0.808 -0.851
C -1.648 3.597 -1.051 0.914
C -1.335 2.196 -1.588 0.010
F -1.703 1.241 -0.700 -0.185
F 0.002 2.094 -1.764 -0.272
F -0.917 3.826 0.059 -0.271
F -1.203 4.444 -2.026 -0.295
O -3.558 3.874 0.536 -0.393
C -4.076 2.729 1.054 0.741
C -3.234 2.239 2.240 0.230
F -1.962 1.977 1.843 -0.191
F -3.745 1.070 2.701 -0.304
F -4.210 1.756 0.134 -0.274
F -5.301 2.995 1.548 -0.296
H -3.193 5.014 -1.053 0.448
H -3.779 3.423 -1.492 0.348
H -1.832 2.016 -2.544 0.338
H -3.213 2.980 3.039 0.307
C 1.546 4.298 -5.167 -0.839
C 1.625 2.787 -4.916 0.914
C 2.393 2.320 -3.675 0.241
F 3.696 2.647 -3.762 -0.244
F 2.300 0.971 -3.590 -0.277
F 2.082 2.148 -6.006 -0.269
F 0.331 2.374 -4.703 -0.293
O 2.434 4.817 -6.128 -0.405
C 3.672 5.284 -5.787 0.813
C 4.779 4.514 -6.520 0.180
F 4.730 3.210 -6.185 -0.220
F 5.975 5.012 -6.142 -0.251
F 3.870 5.280 -4.457 -0.288
F 3.754 6.569 -6.203 -0.301
H 0.558 4.450 -5.600 0.436
H 1.572 4.856 -4.231 0.373
H 1.966 2.758 -2.772 0.202
H 4.659 4.621 -7.600 0.254
C 0.533 -6.518 0.375 -0.756
C 1.058 -5.605 1.487 0.931
C 0.306 -5.588 2.820 0.021
F -0.956 -5.132 2.654 -0.226
F 0.932 -4.672 3.610 -0.259
F 1.162 -4.323 1.040 -0.220
F 2.309 -6.030 1.801 -0.333
O -0.238 -5.869 -0.612 -0.396
C -1.590 -5.712 -0.492 0.705
C -1.973 -4.223 -0.542 0.088
F -1.378 -3.546 0.486 -0.225
F -3.303 -4.101 -0.400 -0.249
F -2.080 -6.306 0.608 -0.273
F -2.175 -6.284 -1.562 -0.290
H 1.423 -6.860 -0.152 0.398
H 0.044 -7.402 0.784 0.360
H 0.292 -6.561 3.311 0.356
H -1.656 -3.785 -1.489 0.325
```

Calculated values
HOMO-LUMO gap = 0.3892 hartree
Charge = +1